*w*
DFT (the ωB97M-V functional and the def2-TZVPD basis) results for a 2-piece molecular cluster, CH6NO2 overall.

Each line ends with the natural charge from an NBO analysis.
Geometry (Å):
N (0.25860, 0.83141, 1.70747)  -0.916
C (-0.25368, 0.01034, 0.55117)  0.122
O (-0.24377, 0.68833, -0.61358)  -0.945
H (0.99907, 1.37832, 1.28244)  0.338
H (-0.40842, 1.51334, 2.05565)  0.326
H (0.36041, -0.88030, 0.54970)  0.094
H (-1.30492, -0.19342, 0.93834)  0.058
H (-0.07950, -1.82682, -2.27943)  0.434
H (0.20029, -0.44517, -1.72598)  0.511
O (0.47192, -1.07604, -2.46580)  -1.021

Properties
* charge: -1
* LUMO: 4.74 eV
* HOMO-LUMO gap: 7.79 eV

=====

*x*
DFT (the ωB97M-V functional and the def2-TZVPD basis) results for a 2-piece molecular cluster, CH6NO2 overall.

Each line ends with the natural charge from an NBO analysis.
Geometry (Å):
N (-0.90735, -1.72758, -0.52645)  -0.896
C (0.11393, -0.87028, 0.18068)  0.120
O (-0.41218, 0.27595, 0.64311)  -0.922
H (-1.44910, -2.12142, 0.24683)  0.317
H (-1.53377, -0.97651, -0.80131)  0.345
H (0.57446, -1.53443, 0.94435)  0.068
H (0.92863, -0.75140, -0.56544)  0.093
H (0.43736, 1.32165, 0.09736)  0.498
H (1.57627, 2.25118, 0.52524)  0.430
O (1.08516, 2.07324, -0.28463)  -1.053

Properties
* charge: -1
* LUMO: 4.84 eV
* HOMO-LUMO gap: 8.29 eV

=====

Which of them is the most stable, and which is the least stable? *x* and *w*, in that order.

=====

*w*
DFT (the ωB97M-V functional and the def2-TZVPD basis) results for C36H57BF4N4O8P3S2Tl as an isolated structure.

Each line ends with the Mulliken charge.
Geometry (Å):
Tl (0.20024, -0.61631, 0.91029)  1.171
C (3.93554, -2.36117, -3.73154)  -0.800
C (4.79287, -1.42956, -3.15524)  -0.941
C (4.31132, -0.51042, -2.24031)  -0.460
C (2.95093, -0.51847, -1.88069)  -0.156
C (2.10162, -1.47710, -2.44807)  0.578
C (2.59218, -2.37838, -3.37495)  -0.881
N (2.42841, 0.30917, -0.90314)  0.451
C (2.81059, 1.59291, -0.79727)  -0.101
C (3.39931, 2.33535, -1.86519)  -0.297
C (3.74236, 3.65283, -1.71566)  -0.997
C (3.54134, 4.29884, -0.48675)  -0.658
C (2.95958, 3.61490, 0.56034)  -0.534
C (2.55724, 2.28894, 0.41931)  0.433
N (1.96053, 1.55325, 1.47329)  1.072
N (1.80319, 2.20214, 2.51808)  -0.884
C (1.24238, 1.43786, 3.57851)  -0.034
C (0.89875, 2.14559, 4.71599)  -0.323
C (0.35748, 1.44437, 5.78356)  -0.585
C (0.18551, 0.08151, 5.65950)  -0.612
C (0.55884, -0.53399, 4.46733)  -0.219
N (1.09027, 0.12165, 3.44772)  0.025
H (4.31845, -3.08474, -4.43914)  0.485
H (5.84280, -1.42401, -3.41828)  0.426
H (4.98363, 0.18536, -1.75598)  0.604
H (1.05786, -1.47671, -2.15877)  0.472
H (1.92572, -3.11771, -3.80077)  0.498
H (3.53839, 1.83495, -2.81363)  0.564
H (4.16987, 4.19863, -2.54693)  0.443
H (3.82758, 5.33548, -0.37055)  0.427
H (2.78218, 4.08898, 1.51564)  0.489
H (1.03796, 3.21751, 4.73703)  0.471
H (0.05223, 1.96111, 6.68333)  0.379
H (-0.26053, -0.50467, 6.44951)  0.349
H (0.39429, -1.59538, 4.32676)  0.434
C (1.16022, 2.56436, -4.72345)  -1.668
C (0.84782, 1.13298, -4.33778)  2.549
C (1.27908, 0.13730, -5.39125)  -1.767
O (-0.59064, 0.99231, -4.18293)  -0.434
P (-1.24736, 0.80123, -2.74698)  0.143
O (-0.56467, -0.13120, -1.83767)  -0.885
C (-1.32304, 2.46845, -2.04728)  0.007
P (-1.91767, 2.46496, -0.33467)  -2.393
O (-0.95499, 1.80603, 0.56985)  2.115
O (-3.34223, 1.86198, -0.54214)  -0.309
C (-4.18534, 1.17654, 0.45503)  0.490
C (-4.07333, 1.84360, 1.80818)  -0.989
C (-3.83306, -0.29232, 0.44521)  -0.717
O (-2.23876, 3.97449, 0.01888)  -0.250
C (-1.39014, 4.90783, 0.73583)  0.576
C (-0.15961, 5.21856, -0.09200)  -0.809
C (-1.06408, 4.42905, 2.13679)  -1.132
O (-2.70512, 0.35751, -3.11496)  0.236
C (-3.49724, 0.95072, -4.18070)  0.811
C (-4.85411, 1.26980, -3.59384)  -1.289
C (-3.54898, -0.03167, -5.33013)  -1.475
H (2.23552, 2.68929, -4.85709)  0.427
H (0.82739, 3.26782, -3.95980)  0.250
H (0.66139, 2.81444, -5.66146)  0.401
H (1.32033, 0.88274, -3.38304)  -1.142
H (0.80939, 0.37794, -6.34659)  0.396
H (0.98757, -0.87214, -5.10262)  0.391
H (2.36307, 0.16166, -5.51160)  0.373
H (-1.95700, 3.10741, -2.66433)  0.681
H (-0.30144, 2.85676, -2.02666)  -0.386
H (-5.18862, 1.31823, 0.05062)  0.237
H (-3.07379, 1.70846, 2.22316)  -0.136
H (-4.77146, 1.37429, 2.49929)  0.515
H (-4.29987, 2.90862, 1.73283)  0.339
H (-2.82402, -0.44083, 0.82685)  -0.289
H (-3.89847, -0.69336, -0.56717)  0.248
H (-4.51035, -0.83479, 1.10399)  0.543
H (-2.01494, 5.79915, 0.80312)  0.311
H (0.46829, 4.32989, -0.18671)  -0.271
H (0.42908, 5.99685, 0.39612)  0.526
H (-0.43642, 5.56833, -1.08774)  0.313
H (-0.32658, 3.62935, 2.12149)  -0.040
H (-1.95823, 4.05571, 2.63628)  0.280
H (-0.67047, 5.26842, 2.71343)  0.563
H (-3.00772, 1.87110, -4.51175)  0.324
H (-5.33455, 0.35309, -3.24836)  0.285
H (-5.48601, 1.73360, -4.35232)  0.469
H (-4.75807, 1.94712, -2.74588)  0.189
H (-4.02709, -0.95677, -5.00530)  0.323
H (-2.54291, -0.26366, -5.67726)  0.266
H (-4.12000, 0.39053, -6.15779)  0.403
F (-1.71892, -0.25383, 2.85099)  0.136
B (-2.50309, -0.48529, 4.03610)  0.147
F (-2.44171, 0.66833, 4.82223)  -0.341
F (-3.81667, -0.76495, 3.65779)  -0.329
F (-1.94468, -1.57791, 4.72200)  -0.303
C (2.82073, -3.20562, 2.62394)  -1.211
C (2.61522, -4.47754, 1.82915)  0.601
C (3.06508, -4.34284, 0.39308)  -1.347
O (1.21380, -4.84693, 1.98584)  -0.118
P (0.02874, -5.05508, 0.96500)  0.509
S (0.29192, -6.42994, -0.39209)  -0.360
S (-0.42467, -3.48143, -0.17893)  -0.258
O (-1.17950, -5.31445, 1.93100)  -0.376
C (-1.23727, -5.76192, 3.31960)  0.521
C (-0.81763, -4.65316, 4.26055)  -0.974
C (-0.47212, -7.05592, 3.51016)  -1.330
H (3.88392, -2.96665, 2.67441)  0.506
H (2.44404, -3.32096, 3.64036)  0.308
H (2.30101, -2.36736, 2.15574)  0.007
H (3.15403, -5.29832, 2.30570)  0.163
H (2.52461, -3.53855, -0.10416)  0.130
H (2.91199, -5.26195, -0.16962)  0.397
H (4.12847, -4.09901, 0.38781)  0.506
H (-2.30184, -5.95650, 3.44465)  0.418
H (0.26748, -4.54420, 4.26802)  0.090
H (-1.15171, -4.89067, 5.27159)  0.455
H (-1.27002, -3.70421, 3.97831)  0.142
H (0.59897, -6.89777, 3.38411)  0.219
H (-0.80209, -7.81074, 2.79605)  0.347
H (-0.64981, -7.42907, 4.51957)  0.461

Properties
* LUMO (alpha / beta): -2.12 / -2.18 eV
* HOMO-LUMO gap (alpha / beta): 6.02 / 5.82 eV

=====

*x*
DFT (the ωB97M-V functional and the def2-TZVPD basis) results for C36H57BF4N4O8P3S2Tl as an isolated structure.

Each line ends with the Mulliken charge.
Geometry (Å):
Tl (1.72223, -0.16368, 0.06374)  1.296
C (0.05225, -1.62390, -5.54738)  -0.559
C (-0.48984, -0.92343, -4.47774)  -0.936
C (0.33302, -0.29383, -3.55524)  0.565
C (1.71609, -0.36026, -3.70673)  -0.682
C (2.26559, -1.06307, -4.77567)  -0.212
C (1.43229, -1.69003, -5.69102)  -0.611
N (2.54796, 0.21142, -2.72094)  -0.273
C (2.99278, 1.44810, -2.87451)  0.480
C (2.71432, 2.28117, -4.00827)  -0.545
C (3.13994, 3.57943, -4.03921)  -0.584
C (3.85710, 4.12848, -2.96009)  -0.739
C (4.16724, 3.35152, -1.85591)  -0.288
C (3.77820, 2.02563, -1.81682)  0.172
N (3.96299, 1.21404, -0.67787)  1.012
N (4.91285, 1.52773, 0.05281)  -1.039
C (4.93199, 0.74599, 1.27032)  0.343
C (5.64505, 1.30256, 2.31403)  -0.285
C (5.64792, 0.62935, 3.52448)  -0.421
C (4.96999, -0.57073, 3.61909)  -0.654
C (4.29343, -1.04877, 2.50365)  -0.309
N (4.26769, -0.40284, 1.34212)  -0.200
H (-0.59388, -2.11567, -6.26316)  0.411
H (-1.56418, -0.86784, -4.34801)  0.470
H (-0.08797, 0.24016, -2.71155)  0.541
H (3.34253, -1.11876, -4.87595)  0.525
H (1.86688, -2.23456, -6.51987)  0.397
H (2.14904, 1.85595, -4.82714)  0.474
H (2.91525, 4.20127, -4.89663)  0.429
H (4.16243, 5.16580, -2.99429)  0.403
H (4.68858, 3.75699, -0.99941)  0.519
H (6.12650, 2.25977, 2.18034)  0.417
H (6.15898, 1.04792, 4.38102)  0.370
H (4.94127, -1.12719, 4.54584)  0.401
H (3.72521, -1.96996, 2.54687)  0.497
C (-0.74326, 0.53598, 3.00007)  -0.608
C (-0.40854, -0.57784, 3.95985)  0.593
C (-1.06351, -0.40860, 5.30927)  -1.778
O (-0.91428, -1.85295, 3.39065)  0.396
P (0.09022, -2.79853, 2.62770)  -0.280
O (1.24878, -2.11687, 2.03654)  -0.468
C (-0.99056, -3.63196, 1.44194)  -0.613
P (-1.35297, -2.70343, -0.07300)  -0.551
O (-0.15607, -2.12307, -0.68684)  -0.055
O (-2.43236, -1.63085, 0.31021)  0.550
C (-3.79897, -1.93181, 0.70547)  0.713
C (-4.70428, -1.44359, -0.40414)  -1.362
C (-4.04824, -1.25442, 2.03467)  -0.925
O (-2.18995, -3.71333, -0.96146)  -0.364
C (-1.67875, -4.88894, -1.64990)  0.669
C (-2.72056, -5.22322, -2.69511)  -1.562
C (-0.30414, -4.67742, -2.25500)  -1.197
O (0.59101, -3.90250, 3.64773)  -0.452
C (-0.12506, -4.91478, 4.39982)  0.486
C (-1.43675, -4.42335, 4.97972)  -0.954
C (-0.28585, -6.17160, 3.56394)  -1.341
H (-0.28946, 1.47016, 3.33391)  0.504
H (-1.82591, 0.66414, 2.93178)  0.201
H (-0.35832, 0.32754, 2.00326)  -0.456
H (0.67343, -0.66728, 4.07103)  0.315
H (-2.14881, -0.35285, 5.20146)  0.342
H (-0.71313, 0.52123, 5.75835)  0.408
H (-0.81938, -1.22926, 5.98378)  0.392
H (-1.93668, -3.88155, 1.92916)  0.336
H (-0.49249, -4.55672, 1.13956)  0.562
H (-3.89750, -3.01682, 0.80765)  0.297
H (-4.53142, -0.37950, -0.57353)  0.116
H (-5.75006, -1.59396, -0.13055)  0.437
H (-4.50124, -1.98282, -1.32943)  0.311
H (-3.94208, -0.17345, 1.92664)  0.057
H (-3.33619, -1.59348, 2.78694)  0.025
H (-5.06157, -1.47250, 2.37642)  0.500
H (-1.64110, -5.69117, -0.90551)  0.165
H (-2.76274, -4.42863, -3.44209)  0.322
H (-3.70549, -5.32985, -2.24083)  0.365
H (-2.46269, -6.15761, -3.19480)  0.453
H (-0.30868, -3.82525, -2.93664)  0.192
H (-0.03530, -5.57675, -2.81197)  0.519
H (0.46314, -4.49250, -1.50453)  0.296
H (0.55933, -5.12761, 5.22096)  0.405
H (-2.15323, -4.15507, 4.20199)  0.170
H (-1.29065, -3.55305, 5.61577)  0.088
H (-1.87395, -5.22322, 5.57928)  0.503
H (-1.09861, -6.07392, 2.84243)  0.203
H (-0.51852, -7.01589, 4.21388)  0.484
H (0.63693, -6.39505, 3.02861)  0.341
F (2.15108, 1.87406, 1.73657)  0.199
B (2.34062, 2.62548, 2.94721)  0.242
F (3.49363, 3.40519, 2.80422)  -0.350
F (2.47771, 1.71110, 4.00445)  -0.445
F (1.21004, 3.43106, 3.14349)  -0.310
C (-3.10260, 4.73717, -3.85156)  -1.446
C (-2.09237, 3.60883, -3.81036)  0.565
C (-0.66193, 4.06845, -4.00865)  -0.763
O (-2.26224, 2.83349, -2.58960)  -0.360
P (-1.65730, 3.10707, -1.15612)  0.336
S (-2.42956, 1.87056, 0.12187)  -0.493
S (0.25793, 2.66222, -0.97285)  -0.325
O (-1.94235, 4.64644, -0.96293)  -0.269
C (-1.45017, 5.55675, 0.08639)  0.560
C (-0.15296, 6.18295, -0.38178)  -1.202
C (-1.34591, 4.91580, 1.45337)  -1.266
H (-3.09151, 5.19638, -4.84175)  0.460
H (-2.86679, 5.49802, -3.10907)  0.196
H (-4.10601, 4.35943, -3.65643)  0.345
H (-2.33640, 2.88092, -4.58488)  0.383
H (-0.37563, 4.81470, -3.26489)  0.087
H (-0.56985, 4.51966, -4.99843)  0.567
H (0.03076, 3.22948, -3.94431)  -0.093
H (-2.23183, 6.31646, 0.10483)  0.256
H (0.65983, 5.45653, -0.36258)  0.179
H (0.10870, 7.00395, 0.28729)  0.514
H (-0.25581, 6.58132, -1.39235)  0.270
H (-0.55322, 4.17012, 1.51139)  0.192
H (-2.28702, 4.45425, 1.74786)  0.335
H (-1.10413, 5.69913, 2.17362)  0.498

Properties
* LUMO (alpha / beta): -1.71 / -2.17 eV
* HOMO-LUMO gap (alpha / beta): 6.41 / 5.70 eV

=====

Which of them is the most stable, and which is the least stable? *w* and *x*, in that order.